{
  "formula": "C52H114BF3O42P7S",
  "method": "wB97M-V/def2-TZVPD",
  "gap_ev": 8.3605,
  "lumo_ev": 1.203,
  "charge": -1,
  "total_energy_ha": -8322.62081,
  "homo_energy_ha": -0.2631,
  "multiplicity": 1,
  "elements": ["O", "C", "O", "B", "O", "C", "O", "O", "C", "O", "C", "O", "O", "C", "C", "O", "C", "O", "C", "F", "F", "F", "H", "H", "H", "H", "H", "C", "C", "O", "S", "O", "O", "O", "H", "H", "H", "H", "C", "C", "O", "P", "O", "O", "C", "C", "O", "C", "C", "H", "H", "H", "H", "H", "H", "H", "H", "H", "H", "H", "H", "H", "H", "H", "C", "C", "O", "P", "O", "O", "C", "C", "O", "C", "C", "H", "H", "H", "H", "H", "H", "H", "H", "H", "H", "H", "H", "H", "H", "H", "C", "C", "O", "P", "O", "O", "C", "C", "O", "C", "C", "H", "H", "H", "H", "H", "H", "H", "H", "H", "H", "H", "H", "H", "H", "H", "C", "C", "O", "P", "O", "O", "C", "C", "O", "C", "C", "H", "H", "H", "H", "H", "H", "H", "H", "H", "H", "H", "H", "H", "H", "H", "C", "C", "O", "P", "O", "O", "C", "C", "O", "C", "C", "H", "H", "H", "H", "H", "H", "H", "H", "H", "H", "H", "H", "H", "H", "H", "C", "C", "O", "P", "O", "O", "C", "C", "O", "C", "C", "H", "H", "H", "H", "H", "H", "H", "H", "H", "H", "H", "H", "H", "H", "H", "C", "C", "O", "P", "O", "O", "C", "C", "O", "C", "C", "H", "H", "H", "H", "H", "H", "H", "H", "H", "H", "H", "H", "H", "H", "H"],
  "xyz": [[0.97882, -0.62416, 2.47721], [0.14059, -0.84799, 1.55985], [0.30365, -1.77781, 0.58654], [-0.74687, -1.51289, -0.46536], [-1.62917, -0.43391, 0.10223], [-0.98592, 0.12027, 1.15665], [-1.16243, 1.22017, 1.68812], [-1.51547, -2.76289, -0.68599], [-1.37339, -3.13729, -1.96380], [-1.74758, -4.23560, -2.38384], [-0.44855, -2.04537, -2.68763], [-0.27404, -1.09363, -1.78269], [0.00159, -2.01675, -3.84878], [6.43810, -0.65902, -5.67198], [5.31907, -1.82585, -5.71378], [5.22916, -2.29179, -7.04791], [4.70191, -3.43612, -7.31996], [4.34715, -4.26813, -6.53986], [4.74892, -3.70255, -8.85764], [5.82271, -3.16110, -9.37707], [4.67316, -4.99811, -9.13554], [3.62518, -3.12119, -9.32065], [6.25411, 0.17112, -6.35398], [7.40076, -0.94823, -6.09358], [6.54517, -0.16327, -4.70717], [4.45756, -1.21250, -5.44975], [5.52075, -2.60954, -4.98353], [4.21142, 5.65940, 1.89792], [3.14749, 6.75054, 1.87092], [3.45145, 7.62374, 0.83983], [4.85972, 7.29167, 0.07756], [5.76315, 8.43037, 0.06534], [4.60557, 6.53034, -1.19851], [5.37631, 6.19642, 1.22471], [4.01621, 4.64859, 1.53979], [4.59829, 5.59849, 2.91513], [3.14844, 7.23985, 2.84492], [2.22304, 6.28757, 1.52575], [-2.61203, -6.54540, -9.90250], [-3.38868, -6.55985, -8.53936], [-4.70158, -6.63613, -9.04704], [-5.91144, -6.03558, -8.11633], [-5.92666, -6.53143, -6.67691], [-5.61178, -4.40025, -8.15912], [-5.10839, -3.66807, -9.31529], [-6.04903, -2.49004, -9.50195], [-7.30119, -6.33914, -8.92453], [-7.61513, -5.85604, -10.19266], [-8.50478, -6.97403, -10.78341], [-3.03073, -5.80629, -10.58553], [-1.57177, -6.47596, -9.58448], [-2.59208, -7.56431, -10.28916], [-3.02501, -7.42604, -7.98659], [-3.17999, -5.57675, -8.11739], [-4.07827, -3.40122, -9.07923], [-5.06095, -4.22331, -10.25207], [-7.07899, -2.72934, -9.23734], [-5.74058, -1.63676, -8.89789], [-6.15790, -2.25957, -10.56173], [-8.15745, -4.91057, -10.18401], [-6.74577, -5.64847, -10.81654], [-9.44504, -6.65118, -11.23037], [-7.96290, -7.21324, -11.69842], [-8.49840, -7.95211, -10.30232], [8.68519, 2.17318, 9.55248], [7.18367, 1.78779, 9.26563], [6.82991, 2.88536, 8.45642], [5.88980, 3.96567, 9.10704], [6.32304, 4.23870, 10.46378], [4.38037, 3.34923, 8.83939], [3.28416, 4.16918, 8.79048], [2.14169, 3.20892, 8.56860], [5.97143, 5.20994, 8.01505], [7.13990, 5.95926, 7.75010], [6.83917, 7.12176, 6.67064], [8.74706, 3.25180, 9.69689], [9.21537, 1.71665, 10.38830], [9.12986, 2.04312, 8.56585], [7.16945, 0.83751, 8.73190], [6.52733, 1.75586, 10.13528], [3.23067, 4.79101, 9.68411], [3.40843, 4.84776, 7.94657], [2.36245, 2.62843, 7.67284], [1.93146, 2.45247, 9.32470], [1.18861, 3.72485, 8.45224], [7.43869, 6.51514, 8.63882], [7.92833, 5.33659, 7.32729], [6.97924, 6.73622, 5.66076], [5.78166, 7.35631, 6.79208], [7.42765, 8.01203, 6.89244], [0.85871, -11.83829, -3.95036], [0.49528, -11.00949, -2.64660], [-0.90702, -10.88548, -2.55110], [-1.61023, -10.50948, -1.12376], [-2.93748, -9.82101, -1.20516], [-1.72867, -11.97699, -0.37081], [-0.76731, -12.85495, 0.07951], [-1.24795, -13.68749, 1.24197], [-0.47639, -9.77617, -0.16285], [-0.55544, -9.64057, 1.22772], [-0.89782, -8.16131, 1.65822], [1.91944, -11.91048, -4.19064], [0.46846, -12.83969, -3.76872], [0.26122, -11.54308, -4.81289], [0.76496, -11.54099, -1.73399], [0.90789, -10.00144, -2.60553], [-0.51878, -13.42062, -0.81846], [0.10222, -12.27998, 0.39799], [-1.85545, -14.45174, 0.75725], [-0.42754, -14.31286, 1.59404], [-1.65947, -13.15131, 2.09710], [-1.26214, -10.37222, 1.61934], [0.39186, -9.86750, 1.71682], [-0.04958, -7.57294, 1.30836], [-1.88217, -7.75288, 1.42940], [-0.79071, -8.11153, 2.74180], [-2.28503, 6.20493, -10.41568], [-0.87856, 6.20556, -10.93776], [0.14879, 6.42344, -9.90722], [1.67728, 6.25391, -10.37549], [1.92162, 6.62771, -11.81942], [2.54449, 7.11817, -9.35577], [2.78662, 8.46645, -9.58761], [2.86159, 9.29455, -8.36448], [2.17520, 4.67941, -10.09304], [1.31332, 3.75198, -9.48731], [1.31263, 3.89566, -7.92332], [-3.16131, 6.02138, -11.03740], [-2.35542, 5.39785, -9.68646], [-2.50802, 7.14812, -9.91689], [-0.45248, 5.48867, -11.63963], [-0.83902, 7.07500, -11.59396], [3.80441, 8.55288, -9.96803], [1.98627, 8.82914, -10.23258], [3.67286, 9.03457, -7.68453], [2.96491, 10.36293, -8.55422], [1.96210, 9.14282, -7.76783], [0.31676, 3.95829, -9.87769], [1.51064, 2.74242, -9.84781], [2.26868, 3.53124, -7.54747], [1.24737, 4.93490, -7.60112], [0.57561, 3.27374, -7.41526], [-11.28091, -0.10835, -0.05728], [-10.86644, -1.56872, -0.52069], [-9.62049, -1.50683, -1.16935], [-8.27010, -2.07593, -0.54454], [-7.87173, -3.52233, -0.90816], [-7.24805, -1.02144, -1.05013], [-7.64961, 0.39549, -1.21320], [-8.14501, 0.57827, -2.64326], [-8.40699, -1.71502, 1.04000], [-7.20060, -1.47481, 1.87270], [-7.31048, -0.15548, 2.73884], [-12.20468, -0.26743, 0.49900], [-10.54211, 0.19698, 0.68370], [-11.27809, 0.61506, -0.87261], [-10.70539, -2.24711, 0.31713], [-11.67327, -1.95086, -1.14607], [-8.45947, 0.57136, -0.50518], [-6.77042, 1.03738, -1.15744], [-8.14870, 1.65464, -2.81504], [-7.50176, -0.07914, -3.22819], [-9.10960, 0.08348, -2.75657], [-7.08137, -2.24683, 2.63288], [-6.26104, -1.67717, 1.35854], [-6.53876, -0.25273, 3.50244], [-7.13732, 0.67887, 2.05914], [-8.24402, 0.14884, 3.21212], [-2.29565, 8.68789, 12.14176], [-1.97264, 10.20414, 12.00969], [-3.01893, 10.96936, 11.49139], [-3.24078, 11.15420, 9.92525], [-4.59605, 11.68952, 9.59013], [-2.89167, 9.69718, 9.20899], [-3.13930, 9.46847, 7.83075], [-1.75374, 9.22347, 7.04725], [-1.92691, 12.09301, 9.60127], [-1.53460, 13.05159, 10.63561], [-0.73430, 14.20111, 9.99942], [-2.63003, 8.18034, 11.23695], [-1.50168, 8.05173, 12.53293], [-3.11822, 8.56974, 12.84712], [-1.75545, 10.56287, 13.01580], [-1.12304, 10.26823, 11.32987], [-3.79220, 8.60133, 7.73133], [-3.65662, 10.32004, 7.38880], [-1.06270, 8.68217, 7.69344], [-1.89721, 8.46407, 6.27860], [-1.31714, 10.14760, 6.66848], [-2.36043, 13.51328, 11.17685], [-0.80920, 12.70120, 11.36986], [-1.60019, 14.78653, 9.69021], [-0.00779, 14.73231, 10.61432], [-0.31926, 13.92061, 9.03135], [8.88879, -4.42418, 4.59062], [7.97704, -5.21340, 5.50110], [7.08881, -6.11547, 4.89212], [5.44692, -5.85056, 4.84273], [4.64119, -7.09462, 4.80961], [5.12257, -4.80800, 6.01840], [3.79194, -4.72107, 6.48276], [3.68963, -3.28917, 7.26163], [5.28640, -5.00615, 3.44435], [5.66226, -5.62371, 2.24116], [4.72224, -5.23278, 1.18681], [8.26875, -3.83289, 3.91680], [9.56601, -3.75263, 5.11835], [9.50785, -5.16153, 4.07956], [8.48429, -5.60951, 6.38081], [7.40791, -4.37606, 5.90490], [3.12253, -4.73647, 5.62267], [3.41717, -5.38489, 7.26185], [4.14814, -3.36576, 8.24753], [4.15830, -2.55943, 6.60138], [2.64404, -3.04101, 7.44401], [6.69466, -5.36458, 2.00644], [5.58518, -6.68867, 2.46026], [5.03509, -5.23088, 0.14267], [3.77401, -5.76382, 1.10345], [4.17889, -4.35650, 1.54037]],
  "atomic_forces_ev_per_a": [[-3.3142, -1.1467, -2.8639], [4.3062, 0.5224, 1.3650], [-1.0028, 1.5660, 0.6695], [-1.1203, -0.5277, 0.7644], [1.2334, 0.7648, 1.1395], [-0.8424, 1.4508, 0.3525], [-0.0304, -2.7484, -1.4400], [0.4278, 0.6816, -1.0779], [0.0357, -3.0240, -0.2298], [0.8652, 3.1153, 0.4196], [0.3281, 0.0443, -2.5829], [0.7122, -0.2357, -0.0557], [-1.5156, -0.3877, 3.5692], [-0.1957, -0.8262, -1.0129], [1.6219, 3.0489, 0.9346], [0.4911, 1.7256, -0.3765], [0.5859, -2.1407, 0.0213], [-0.4746, -0.1209, 0.0828], [-1.4757, 0.1798, 1.9164], [0.4567, 0.0869, -0.9397], [0.3570, 0.1217, -0.1414], [0.1908, 0.1739, -0.8204], [-1.0195, -0.0815, -0.1435], [0.2268, -0.6634, 0.6415], [-0.0287, -0.6043, 0.2078], [-0.6274, -0.8807, -0.0498], [-0.1281, -0.0336, -0.3173], [1.9345, -0.0431, 1.0077], [-0.6224, -1.8860, -0.1273], [1.8218, 1.4737, -1.8220], [0.8178, -2.1994, -2.1345], [-1.8053, -1.7890, 0.1970], [0.4424, 2.5838, 3.9530], [-0.9072, 1.5432, -1.5104], [-0.4959, 0.3451, -0.3221], [-0.3304, -0.4575, 0.1069], [-0.4646, 0.2579, -0.2994], [-0.4022, 0.1415, 0.9515], [0.7386, -1.2462, 1.9946], [1.6710, 0.7445, -3.1058], [-3.2410, 0.0686, 1.1641], [0.6270, 0.2126, 2.8472], [-0.2335, 1.1720, -3.9115], [-0.2751, -2.0787, -0.6545], [-0.6907, -0.1275, 0.5082], [-0.0925, 0.1883, -0.2923], [2.5425, 0.5199, 2.1822], [-1.2746, -0.5512, -0.8175], [1.1947, 0.3281, -2.4503], [0.5005, -0.0808, 0.0699], [0.3325, 0.9832, -0.5785], [-0.6838, 0.0839, -0.5089], [-0.6530, 0.2592, 0.5068], [-0.2548, -0.3227, 0.8053], [-0.0873, 0.2939, 0.0482], [-0.1772, -0.5943, 0.2620], [0.1520, -0.3455, 0.4202], [-0.0898, 0.0863, -0.2623], [0.5117, 0.4972, -0.0474], [-0.1463, 0.0961, 0.5623], [0.2583, -0.4212, 0.0991], [-0.3392, -0.0231, 0.8624], [0.0584, -0.3413, -0.4168], [-0.3693, 0.5901, 0.6998], [-0.8425, 0.0244, -0.1998], [2.3401, 0.3024, 1.3813], [-1.5296, 0.1004, -1.7319], [-0.7457, 0.5380, -2.5209], [-0.5369, 0.6721, 0.9140], [4.7080, -0.1494, 0.6209], [-1.4969, 0.6689, -0.0114], [-1.0627, 0.0466, -0.3023], [-1.0417, -1.8449, 1.0748], [0.2731, 2.1482, -1.1692], [-0.5490, -1.8360, 1.2221], [-0.3008, -0.0456, 0.3630], [-0.0983, -0.4736, -0.3424], [0.6317, -0.4225, 0.2689], [-0.4106, 0.2608, -0.2510], [0.2566, -0.2214, 0.1175], [-0.3448, -0.0724, 0.2523], [-0.3372, 0.1023, -0.1682], [-0.1359, 0.1956, -0.1933], [0.6038, 0.2744, 0.4940], [0.0303, 0.1538, -0.3006], [0.2704, -0.5272, 0.2390], [0.0492, -0.1696, 0.4474], [0.1668, 0.2543, 0.0284], [-0.0070, 0.2252, -0.0515], [0.1028, -0.2076, -0.1992], [-1.2187, 0.0940, 1.3607], [0.9617, -0.6007, -0.6820], [-1.7721, 1.0995, 1.2995], [-0.9268, -0.4054, 1.5754], [2.6753, -1.4873, -0.1085], [-2.3231, 2.6235, -0.8566], [1.5580, 0.6268, 0.0889], [0.3919, -1.2812, -0.9993], [-0.2347, -0.8297, -2.9659], [-1.4136, 1.2802, 1.4929], [0.9112, -1.3043, 0.2940], [-0.1047, 0.2951, 0.1892], [0.2831, -0.2663, 0.1410], [0.2818, 0.6483, 0.0310], [0.8771, -0.1086, -0.2486], [0.3247, -0.1365, -0.2447], [0.4979, -0.7371, 0.3934], [0.4009, 0.0192, -0.0728], [-1.0137, 0.1879, 0.7146], [0.3951, 0.3020, 0.1823], [-0.2921, -0.0009, -0.4280], [-0.2852, 0.1098, 0.1009], [0.3295, -0.1174, -0.5288], [-0.4384, 0.4053, -0.3924], [0.2392, -0.2446, -0.5472], [-0.1048, -0.1882, 0.2150], [-0.1556, -1.1838, 1.7351], [0.9117, 1.7867, -2.0298], [0.0539, -0.3999, 0.1594], [1.4590, -0.8754, -2.5172], [-0.6840, -0.6177, 2.5663], [-0.9274, -2.4798, 0.8284], [0.8145, 1.3939, -0.9160], [-0.7942, 0.0756, 2.0752], [-0.0415, 2.8514, -0.4010], [-1.7763, 0.1820, 1.4693], [0.8461, -0.6429, -0.9014], [0.7172, 0.0114, -0.9353], [-0.1756, 0.1010, 0.4475], [0.2749, -0.0126, 0.1482], [-0.8519, -0.9514, 0.3911], [0.3329, 0.4015, 0.0731], [-0.2899, -0.1095, -1.1428], [0.4927, 0.3644, -0.3982], [0.2282, -0.2514, -0.2464], [-0.0847, -0.0968, -0.3979], [-0.2221, 0.2349, 0.0813], [-0.3307, -0.1030, 0.2512], [0.6438, 0.1064, 0.2114], [0.1805, 0.0480, -0.0419], [-0.3215, -0.0041, -0.2100], [-0.2965, 0.1624, -0.2922], [0.9849, -2.1583, 0.5490], [-0.5832, 1.4188, 1.0589], [0.3582, -0.3462, -0.4995], [1.3361, -3.9706, -0.0252], [-1.4575, 4.3459, 1.3711], [0.8146, 1.5614, -0.6538], [-0.3214, -1.1196, -0.9046], [-0.2292, -1.0552, 0.8819], [0.7948, -0.0510, -0.0879], [-1.1265, -0.2315, 1.6206], [0.5587, -0.3178, -1.9982], [-0.3369, 0.6197, -0.3570], [0.0735, 0.1796, -0.0136], [-0.4456, -0.2250, 0.0163], [-0.7330, 0.1967, 0.3163], [0.4512, -0.2343, -0.4062], [0.4450, 0.5041, 0.2630], [0.0554, -0.3995, 0.9213], [-0.0122, -0.2382, -0.7480], [0.4261, 0.8472, -0.5551], [-0.2394, 0.6179, -0.0105], [-0.9914, -0.5875, -0.0987], [-0.1528, 1.0955, -0.7197], [0.0697, 0.3643, -0.1077], [0.5690, 0.2433, 0.2008], [-0.3132, -1.0582, -0.0099], [-0.9614, 0.0555, 0.2860], [1.1413, -2.3394, 0.0291], [-1.5415, -0.3835, -0.6237], [-0.5649, 0.0225, -0.9013], [2.3598, -0.6453, 0.3744], [-0.0256, 2.1780, 1.8238], [1.4971, -0.0067, -1.6623], [-1.4996, -0.5643, 1.0890], [-0.8278, -0.1856, 0.7949], [1.7807, 0.7032, 0.0939], [-2.0476, -0.1300, -1.5871], [0.1068, 0.5063, -0.2886], [0.4435, 0.5460, 0.0655], [-0.1228, 0.0529, 0.1032], [0.1741, 0.3150, -0.2475], [0.3646, 0.3592, 0.2972], [0.1351, -0.0323, 0.1836], [-0.0591, -0.0082, 0.0273], [0.1067, 0.4741, 0.4174], [-0.3142, 0.4843, -0.5078], [-0.0371, -0.1959, 0.0381], [-0.3056, -0.5679, -0.2079], [-0.5482, -1.3667, 0.0985], [0.6321, 1.2629, -0.1034], [-0.3586, -0.2010, 0.1240], [0.4724, -0.3365, 0.2818], [0.3682, -1.3265, -0.7492], [-0.4491, 2.8485, 1.5109], [-1.9131, -0.2440, -0.0012], [0.7339, -0.7345, -1.6771], [1.0153, 1.1624, 0.3985], [1.1264, -1.2701, -0.7488], [-1.6965, 3.2594, 1.4834], [-0.0430, -1.8019, -1.4171], [-0.1728, 0.8137, 3.1124], [0.6468, -1.8476, 0.1967], [-2.6210, 0.6462, -0.9896], [0.2455, -0.1269, -0.2752], [-0.2379, -0.0903, 0.3226], [0.1685, 0.3592, -0.6293], [0.0859, -0.7243, -0.3559], [-0.4975, -0.2616, 0.5918], [-0.1272, 0.0256, 0.1822], [0.8435, -1.0059, -0.4853], [0.3797, 0.0501, -0.2377], [-0.0450, 0.2252, 0.3926], [-0.0403, 0.0054, -0.2763], [0.0515, 0.0321, -0.0034], [0.4228, -0.3245, -0.5119], [0.5654, 0.5913, 0.3064], [0.2643, -1.3807, 0.4460], [0.9034, 1.1281, -0.6004]],
  "mulliken_charge": [-0.65, 0.61, -0.38, 0.81, -0.38, 0.51, -0.62, -0.42, 0.65, -0.64, 0.63, -0.47, -0.67, -1.19, -0.20, -0.25, 0.34, -0.53, 0.94, -0.23, -0.24, -0.25, 0.33, 0.34, 0.37, 0.24, 0.33, -0.17, -0.19, -0.31, 1.09, -0.52, -0.53, -0.35, 0.29, 0.13, 0.27, 0.27, -1.17, -0.26, -0.18, 0.80, -0.71, -0.31, -0.03, -1.25, -0.34, 0.20, -1.31, 0.30, 0.39, 0.31, 0.34, 0.29, 0.39, 0.17, 0.31, 0.33, 0.35, 0.20, 0.17, 0.33, 0.36, 0.33, -0.98, -0.37, -0.32, 0.69, -0.69, -0.18, -0.06, -1.28, -0.13, -0.24, -1.09, 0.25, 0.34, 0.30, 0.34, 0.35, 0.33, 0.22, 0.31, 0.32, 0.38, 0.32, 0.29, 0.27, 0.29, 0.34, -1.23, 0.00, -0.28, 0.78, -0.72, -0.33, -0.02, -1.32, -0.19, -0.14, -1.23, 0.36, 0.28, 0.31, 0.25, 0.31, 0.26, 0.31, 0.32, 0.40, 0.31, 0.25, 0.31, 0.29, 0.33, 0.39, -1.25, -0.27, -0.26, 0.80, -0.70, -0.23, -0.01, -1.30, -0.41, -0.08, -1.00, 0.39, 0.30, 0.27, 0.47, 0.34, 0.18, 0.34, 0.31, 0.37, 0.34, 0.10, 0.38, 0.30, 0.25, 0.37, -0.94, -0.38, -0.22, 0.82, -0.74, -0.34, 0.10, -1.25, -0.32, -0.38, -1.07, 0.39, 0.18, 0.28, 0.35, 0.35, 0.05, 0.40, 0.39, 0.36, 0.25, 0.37, 0.39, 0.38, 0.26, 0.30, -1.22, -0.18, -0.35, 0.83, -0.73, -0.18, -0.36, -1.07, -0.24, -0.04, -1.24, 0.27, 0.37, 0.32, 0.36, 0.31, 0.36, 0.31, 0.29, 0.39, 0.28, 0.35, 0.20, 0.32, 0.34, 0.31, -1.11, 0.00, -0.36, 0.67, -0.68, -0.17, -0.24, -1.18, -0.15, -0.14, -1.24, 0.25, 0.38, 0.26, 0.39, 0.14, 0.36, 0.23, 0.31, 0.33, 0.39, 0.23, 0.38, 0.35, 0.31, 0.31]
}